Computed, not measured: a cluster of 2 separate species, C5H10N4 in total in a non-equilibrium geometry, with ωB97M-V/def2-TZVPD.

Multiplicity: 1
Frontier orbital gap, hartree: 0.30281
Net charge: 0
LUMO level, eV: 0.271
Relative energy (zero: lowest compared OMol25 entry of this formula, charge and spin), kJ/mol: 772.4

```
19
C5H10N4 ωB97M-V/def2-TZVPD
N 1.725 0.321 -0.117
N -1.125 1.414 -0.225
N -0.339 1.991 -1.208
N 2.604 0.787 0.784
C -0.916 -1.026 -0.815
C 1.588 -0.987 -0.198
C -1.507 0.131 -0.029
C 0.420 -1.455 -0.952
C -2.511 -0.120 1.003
H -1.896 -0.810 1.755
H 3.193 1.515 0.363
H 3.126 -0.307 1.518
H 0.639 1.436 -1.535
H 2.244 -1.767 0.473
H -3.531 -0.715 1.022
H -2.367 1.017 1.533
H -0.026 2.915 -0.781
H -1.726 -1.948 -1.122
H 0.404 -2.392 -1.470
```